# 1
The following is a quantum chemistry calculation of the molecule C2H4 in a non-equilibrium geometry, from OMol25.

Last column: Mulliken charge in e.
Positions of all 6 atoms, in Å:
C  -0.441386  -0.442614  -0.183105  -0.467
C  0.452646  0.438530  0.228452  -0.415
H  -0.213217  -1.427259  -0.571830  0.229
H  -1.472501  -0.141599  -0.346051  0.215
H  1.489520  0.137050  0.324061  0.215
H  0.184937  1.435892  0.548471  0.224

Cartesian forces, eV/Å:
C -0.60 0.40 -0.84
C 0.30 -0.53 0.31
H 0.29 -0.04 0.31
H -0.02 -0.04 0.28
H 0.05 0.19 0.00
H -0.03 0.02 -0.07

Output
Structure (SMILES): C=C
Total energy: -2137.859 eV
ΔE to the lowest compared entry with this formula, charge and spin: 0.0421 eV
HOMO energy: -10.25 eV


# 2
The following is a quantum chemistry calculation of an isolated ion of composition C5H8N and charge +1 in a non-equilibrium geometry, from OMol25.

Last column: Mulliken charge in e.
Positions of all 14 atoms, in Å:
C  1.240548  -0.571352  0.895995  -0.559
C  -0.124844  1.606097  -0.242737  -0.260
C  1.032051  -0.366244  -0.570038  -0.287
C  0.820155  0.696575  0.394064  0.163
C  -0.338033  0.190118  -0.675036  -0.013
N  -1.421770  -0.709773  -0.037805  -0.340
H  0.605200  -1.360932  1.253300  0.164
H  2.230424  -0.656723  1.408627  0.256
H  -0.838573  2.191683  0.365874  0.286
H  0.325494  2.053193  -1.139029  0.226
H  1.759472  -0.400129  -1.359892  0.290
H  -2.033106  -0.352197  0.668858  0.307
H  -1.118949  -1.654625  -0.152028  0.357
H  -2.138065  -0.665690  -0.810155  0.408

Cartesian forces, eV/Å:
C 0.95 -2.26 1.83
C -0.06 1.59 -0.23
C 1.85 0.53 -1.49
C -1.42 0.42 -1.38
C 0.20 -1.50 1.93
N -1.38 2.05 -4.10
H -0.60 0.09 0.89
H -0.70 0.33 -0.90
H 0.33 -0.31 -0.61
H -0.40 0.83 0.79
H 0.04 -0.11 -0.26
H 0.30 -0.30 1.89
H 0.21 -1.12 1.27
H 0.67 -0.22 0.38

Output
Structure (SMILES): [NH3+][C@]12C[C@]13C[C@H]32
Charge: +1
Total energy: -6792.215 eV
ΔE to the lowest compared entry with this formula, charge and spin: 5.8730 eV
HOMO energy: -13.62 eV


# 3
The following is a quantum chemistry calculation of a 2-piece molecular cluster, C4H12NO overall in a non-equilibrium geometry, from OMol25.

Last column: Mulliken charge in e.
Positions of all 18 atoms, in Å:
C  -1.362104  -0.560595  -0.905873  -0.605
N  -1.903188  0.371193  0.141320  -0.225
C  -0.779253  0.596414  1.143309  -0.630
C  0.433748  0.763517  0.205003  -0.385
C  0.093011  -0.124960  -1.037844  -0.359
H  -1.955511  -0.426438  -1.803537  0.356
H  -1.487715  -1.550008  -0.476400  0.326
H  -2.210859  1.264663  -0.233860  0.370
H  -2.699854  -0.019130  0.645208  0.324
H  -1.117930  1.479074  1.684090  0.382
H  -0.708763  -0.245384  1.822559  0.331
H  1.334846  0.404659  0.687077  0.243
H  0.663242  1.802473  -0.015983  0.327
H  0.287937  0.469829  -1.924834  0.315
H  0.731094  -1.001454  -1.040708  0.232
H  4.067961  -0.513444  0.615112  0.300
H  3.344565  -1.832174  0.268426  0.308
O  3.268769  -0.878243  0.226937  -0.610

Cartesian forces, eV/Å:
C -0.10 0.65 0.15
N -0.28 -0.56 1.05
C -0.08 1.10 -0.95
C -0.18 -0.64 0.63
C 0.56 0.48 0.45
H -0.03 -0.27 -0.09
H 0.08 -0.15 -0.26
H 0.14 0.09 -0.20
H -0.17 -0.05 -0.27
H 0.53 0.01 0.27
H -0.11 -0.24 -0.15
H 0.08 -0.25 0.08
H -0.45 0.10 -0.31
H -0.14 -0.26 -0.25
H 0.15 0.02 -0.18
H 0.14 -0.14 0.02
H 0.25 -0.17 0.07
O -0.41 0.28 -0.08

Output
Charge: +1
Total energy: -7873.849 eV
ΔE to the lowest compared entry with this formula, charge and spin: 0.4420 eV
HOMO energy: -14.72 eV


# 4
The following is a quantum chemistry calculation of an isolated ion of composition C6H13O2S and charge +1 in a non-equilibrium geometry, from OMol25.

Last column: Mulliken charge in e.
Positions of all 22 atoms, in Å:
C  -3.811243  0.216230  -0.305720  -1.027
C  -2.635575  -0.531844  0.557931  -0.428
C  -1.152130  -0.543051  -0.191206  -0.487
S  0.083995  -1.106525  1.098857  0.012
C  1.757086  -0.284223  0.917374  -0.319
C  1.797016  0.991806  -0.112443  -0.588
O  3.170591  1.562778  -0.018088  -0.302
C  4.098032  0.872455  -0.928467  0.202
O  4.650977  -0.337421  -0.637414  -0.442
H  -3.537161  1.288872  -0.690543  0.303
H  -4.208575  -0.416443  -1.231036  0.296
H  -4.756541  0.348138  0.410724  0.306
H  -2.454732  0.050686  1.583852  0.332
H  -3.007747  -1.633858  0.792986  0.304
H  -0.878806  0.471912  -0.706298  0.382
H  -1.173815  -1.360988  -1.054580  0.371
H  0.301054  -2.486533  0.839933  0.286
H  2.083650  0.111797  1.994474  0.357
H  2.529674  -1.137161  0.655295  0.393
H  1.071173  1.880373  0.215784  0.312
H  1.610584  0.693663  -1.231304  0.382
H  4.462494  1.349336  -1.960112  0.354

Cartesian forces, eV/Å:
C -0.95 -0.03 0.05
C 0.11 0.56 0.44
C -1.82 -0.99 -1.95
S 0.02 -0.17 0.02
C 2.00 0.33 0.33
C 0.16 0.18 -0.16
O 0.38 -2.16 -2.40
C 3.13 -6.22 1.52
O -4.29 8.18 -1.55
H -0.27 -2.12 0.83
H 1.14 1.25 2.02
H 2.18 -0.33 -1.51
H -0.63 -1.32 -2.20
H 1.07 2.32 -0.45
H -0.29 -1.86 1.45
H 0.24 1.79 1.85
H -0.06 1.72 -0.21
H -1.09 -0.90 -2.31
H -1.53 1.94 0.15
H 1.63 -2.15 -0.66
H 0.08 0.41 2.24
H -1.21 -0.42 2.51

Output
Charge: +1
Total energy: -21351.041 eV
ΔE to the lowest compared entry with this formula, charge and spin: 4.0056 eV
HOMO energy: -14.11 eV


# 5
The following is a quantum chemistry calculation of an isolated ion of composition C2H4O3PS and charge -1 in a non-equilibrium geometry, from OMol25.

Last column: Mulliken charge in e.
Positions of all 11 atoms, in Å:
C  1.075657  1.144192  -0.492597  -0.349
C  -0.117706  -0.697376  0.398148  -0.893
O  0.103411  0.532970  2.702503  -0.623
O  -1.134899  1.647825  0.839918  -0.360
O  -2.177863  -0.250278  2.009200  -0.663
P  -0.422468  1.971170  -0.607717  0.064
S  -0.832596  0.205999  1.615419  1.054
H  1.620160  1.447425  0.549013  0.192
H  -0.705757  -1.528657  -0.026036  0.221
H  0.785094  -1.070498  0.782722  0.357
H  -1.412804  1.047265  -1.270345  0.000

Cartesian forces, eV/Å:
C 0.80 -1.33 1.53
C 0.86 0.31 -0.44
O -0.94 -0.37 -1.37
O -0.73 -0.18 1.71
O 1.47 0.43 -0.49
P -1.36 -0.37 -0.32
S -1.27 0.86 1.40
H -1.45 -0.77 -2.25
H -0.05 1.03 -0.18
H 1.19 -0.50 0.57
H 1.47 0.90 -0.17

Output
Structure (SMILES): C#[PH]O[S@@](=C)(=O)[O-]
Charge: -1
Total energy: -28402.206 eV
ΔE to the lowest compared entry with this formula, charge and spin: 6.5514 eV
HOMO energy: -4.14 eV


# 6
The following is a quantum chemistry calculation of a 2-piece molecular cluster, CH5NO2P overall in a non-equilibrium geometry, from OMol25.

Last column: Mulliken charge in e.
Positions of all 10 atoms, in Å:
C  -0.269396  0.403611  -1.800759  -0.159
N  -0.556490  -0.601327  -1.121199  -0.110
O  0.954032  1.001813  3.407019  -0.346
O  0.194829  -0.422795  1.355185  -0.544
P  0.634803  1.131103  1.987505  0.581
H  0.710930  0.855567  -1.514889  0.234
H  -0.741955  0.583089  -2.684698  0.326
H  0.548455  -1.113684  1.868392  0.335
H  -0.158520  -0.599957  -0.076207  0.396
H  -1.316688  -1.237420  -1.420350  0.286

Cartesian forces, eV/Å:
C 3.42 -0.09 0.99
N -1.15 -1.15 1.97
O -0.08 -0.14 -0.87
O -0.09 2.73 -0.66
P -0.27 -0.54 0.54
H -1.30 0.60 -0.19
H -1.19 0.81 -2.42
H 0.64 -1.89 1.37
H -0.38 -0.89 -1.21
H 0.40 0.55 0.47

Output
Charge: +1
Total energy: -15984.796 eV
ΔE to the lowest compared entry with this formula, charge and spin: 0.0341 eV
HOMO energy: -15.42 eV